# 1
{
  "formula": "C32H35OS",
  "method": "ωB97M-V with the def2-TZVPD basis set",
  "species": ["S", "O", "C", "C", "C", "C", "C", "C", "C", "C", "C", "C", "C", "C", "C", "C", "C", "C", "C", "C", "C", "C", "C", "C", "C", "C", "C", "C", "C", "C", "C", "C", "C", "C", "H", "H", "H", "H", "H", "H", "H", "H", "H", "H", "H", "H", "H", "H", "H", "H", "H", "H", "H", "H", "H", "H", "H", "H", "H", "H", "H", "H", "H", "H", "H", "H", "H", "H", "H"],
  "xyz": [[-0.930, -1.525, -1.879], [3.232, 3.115, 0.506], [0.865, 2.994, 0.509], [2.206, 2.391, 0.456], [0.281, -5.303, -1.538], [-6.539, 2.243, 0.443], [-0.806, -7.238, -0.473], [-2.996, 1.492, -0.657], [-0.916, -5.948, -1.024], [-0.732, 4.997, 0.604], [-1.264, -0.105, 0.193], [-0.225, 2.165, 0.484], [-3.595, -0.080, 1.082], [4.510, 0.678, 1.637], [1.403, 5.079, 1.849], [0.198, -3.961, -1.957], [3.742, 0.291, 0.367], [-0.133, 0.747, 0.295], [-5.197, 1.591, 0.361], [-2.612, 0.432, 0.201], [3.679, -1.233, 0.304], [1.178, 0.186, 0.263], [1.501, -6.034, -1.523], [-2.143, -5.220, -1.042], [1.574, -7.303, -0.964], [0.413, -7.909, -0.432], [-0.976, -3.195, -1.745], [2.324, 0.924, 0.365], [1.413, 5.196, -0.618], [4.545, 0.792, -0.839], [-2.186, -3.906, -1.449], [0.728, 4.540, 0.585], [-4.833, 0.532, 1.205], [-4.264, 2.053, -0.571], [2.469, 4.831, 1.828], [4.662, 1.878, -0.764], [0.469, -8.901, 0.013], [1.294, 6.284, -0.565], [4.699, -1.640, 0.309], [3.152, -1.642, 1.175], [-3.121, -3.364, -1.540], [4.018, 0.537, -1.765], [5.535, 0.320, -0.845], [3.968, 0.332, 2.523], [-0.767, 6.096, 0.603], [1.245, -0.895, 0.117], [5.502, 0.210, 1.622], [-1.712, -7.683, -0.050], [4.631, 1.765, 1.675], [2.480, 4.954, -0.606], [-7.147, 1.767, 1.215], [0.940, 4.644, 2.739], [-7.073, 2.163, -0.509], [-4.538, 2.874, -1.237], [2.523, -7.840, -0.919], [-1.159, -1.136, 0.562], [-1.214, 2.605, 0.601], [-2.287, 1.851, -1.401], [1.292, 6.170, 1.889], [-5.547, 0.193, 1.958], [-3.335, -0.937, 1.699], [1.053, -3.471, -2.422], [-6.463, 3.311, 0.678], [-1.241, 4.645, 1.511], [-1.272, 4.644, -0.284], [-3.043, -5.748, -0.707], [2.393, -5.554, -1.935], [3.188, -1.576, -0.616], [0.962, 4.838, -1.548]],
  "forces_ev_per_a": [[-0.124, 1.910, -1.094], [-0.640, -0.419, -0.051], [-0.399, -0.107, -0.016], [0.761, 0.516, 0.069], [-0.841, -0.446, 0.160], [-0.395, 0.094, 0.089], [0.499, -0.451, 0.061], [0.054, -0.394, 0.385], [0.763, 0.644, -0.044], [-0.081, -0.044, 0.000], [1.251, -0.322, 1.312], [0.076, 0.509, -0.514], [0.790, 0.310, -0.266], [-0.110, 0.225, 0.055], [0.182, -0.076, 0.101], [-0.858, 0.375, 0.319], [-0.350, 0.160, -0.063], [-0.589, -0.385, -0.080], [0.624, -0.077, 0.092], [-1.492, 0.380, -0.394], [-0.074, -0.135, -0.049], [0.688, -0.269, 0.160], [0.153, -0.600, 0.193], [0.027, 0.075, -0.166], [-0.216, 0.636, -0.306], [-0.683, 0.296, -0.003], [0.796, -1.940, -0.401], [-0.145, -0.126, 0.057], [0.176, -0.165, -0.126], [-0.099, 0.198, -0.052], [0.355, -0.592, 0.442], [0.131, -0.356, 0.178], [-0.284, 0.213, -0.328], [0.165, -0.224, 0.044], [-0.219, 0.039, 0.124], [0.000, -0.245, -0.171], [0.004, 0.191, -0.074], [-0.024, -0.078, -0.019], [-0.151, 0.093, 0.000], [0.024, -0.009, -0.208], [0.053, -0.010, 0.263], [0.139, 0.062, 0.006], [-0.091, 0.024, -0.051], [0.104, 0.067, 0.006], [0.030, -0.239, 0.024], [-0.089, 0.290, 0.053], [-0.097, 0.004, 0.036], [0.313, -0.017, -0.123], [-0.031, -0.253, 0.131], [-0.234, 0.046, -0.141], [-0.050, 0.077, -0.052], [0.079, 0.057, 0.025], [0.037, -0.019, 0.111], [0.061, -0.200, 0.108], [-0.211, 0.192, -0.075], [-0.043, 0.725, -0.149], [0.220, -0.163, -0.068], [-0.111, -0.082, 0.176], [-0.006, -0.074, 0.045], [0.178, -0.051, -0.246], [-0.057, 0.157, -0.001], [-0.030, -0.033, 0.405], [0.041, -0.157, -0.002], [-0.029, 0.030, -0.221], [0.000, 0.032, 0.189], [0.200, 0.244, -0.227], [-0.237, -0.162, 0.173], [0.028, -0.012, 0.216], [0.088, 0.059, -0.030]],
  "lumo_energy_ev": 2.009,
  "homo_energy_ha": -0.1300,
  "charge": -1
}



# 2
{
  "formula": "C32H36AlGeN2S2SeSi2",
  "method": "ωB97M-V with the def2-TZVPD basis set",
  "species": ["Se", "Ge", "S", "S", "Si", "Si", "Al", "N", "N", "C", "C", "C", "C", "C", "C", "C", "C", "C", "C", "C", "C", "C", "C", "C", "C", "C", "C", "C", "C", "C", "C", "C", "C", "C", "C", "C", "C", "C", "C", "C", "C", "H", "H", "H", "H", "H", "H", "H", "H", "H", "H", "H", "H", "H", "H", "H", "H", "H", "H", "H", "H", "H", "H", "H", "H", "H", "H", "H", "H", "H", "H", "H", "H", "H", "H", "H", "H"],
  "xyz": [[0.784, -1.733, -5.127], [-0.876, 0.891, -0.429], [-0.766, -3.165, -0.051], [-3.668, -3.422, -0.710], [3.109, -1.297, -0.296], [1.017, -1.276, 2.354], [0.590, -1.140, -0.317], [0.730, -1.362, -2.227], [-2.015, -2.280, -2.261], [0.466, 0.225, 3.333], [-3.461, 0.273, 2.861], [0.331, 2.450, -0.563], [3.419, -1.452, 3.846], [-3.503, 1.368, -1.694], [-3.918, 1.452, -4.069], [3.810, 0.141, -1.266], [5.147, -1.280, 1.691], [3.623, -2.892, -1.125], [-2.001, 2.416, 1.858], [-2.149, 1.111, -1.915], [-2.692, 0.126, 1.712], [-4.380, 1.543, -2.761], [1.035, 4.562, -1.527], [1.422, 2.531, 0.310], [-4.374, -2.550, -2.147], [-3.204, -2.334, -3.104], [3.763, -1.295, 1.460], [0.234, -2.766, 3.172], [2.888, -1.369, 2.550], [0.788, -1.501, -3.389], [4.788, -1.457, 4.059], [-2.573, 1.189, -4.307], [-2.761, 2.568, 3.013], [2.297, 3.608, 0.280], [2.105, 4.628, -0.644], [-3.493, 1.498, 3.516], [-1.699, 1.022, -3.239], [-1.954, 1.194, 1.189], [0.155, 3.484, -1.485], [5.658, -1.361, 2.977], [-2.068, -2.877, -1.098], [1.038, 0.236, 4.267], [6.730, -1.355, 3.139], [-4.086, 1.620, 4.414], [-0.856, -2.707, 3.100], [-0.601, 0.170, 3.570], [-5.158, -3.158, -2.588], [4.715, -2.974, -1.118], [0.554, -3.711, 2.727], [-4.021, -0.570, 3.252], [2.787, 5.468, -0.677], [-0.679, 3.455, -2.176], [0.514, -2.766, 4.232], [4.902, 0.071, -1.307], [-4.787, -1.605, -1.800], [-2.654, -0.846, 1.226], [0.884, 5.353, -2.252], [-1.119, -1.978, -2.631], [5.836, -1.203, 0.854], [3.279, -2.922, -2.163], [-2.782, 3.523, 3.524], [2.755, -1.510, 4.705], [-1.429, 3.258, 1.482], [-3.102, -3.162, -3.808], [3.539, 1.098, -0.815], [1.601, 1.731, 1.023], [-2.203, 1.116, -5.323], [3.212, -3.760, -0.602], [-0.650, 0.832, -3.445], [-4.601, 1.593, -4.898], [3.132, 3.649, 0.970], [-3.308, -1.406, -3.658], [5.180, -1.529, 5.067], [0.640, 1.171, 2.819], [-5.426, 1.758, -2.572], [3.428, 0.131, -2.292], [-3.870, 1.462, -0.677]],
  "forces_ev_per_a": [[-0.037, -0.001, -0.121], [0.105, 0.239, 0.252], [0.032, 0.207, 0.191], [-0.042, -0.071, 0.040], [-0.041, 0.090, 0.258], [0.286, 0.058, 0.128], [-0.293, -0.055, -0.128], [0.072, 0.010, 0.059], [-0.138, -0.051, -0.170], [-0.210, 0.128, -0.070], [0.063, 0.027, -0.044], [0.124, 0.032, 0.037], [0.046, 0.015, -0.069], [0.039, 0.044, -0.049], [0.014, -0.037, 0.062], [-0.050, 0.134, -0.125], [-0.096, -0.006, 0.056], [-0.114, -0.188, -0.094], [-0.018, -0.025, -0.013], [0.055, -0.183, -0.237], [0.000, 0.096, 0.024], [0.052, -0.073, -0.030], [-0.007, -0.052, 0.031], [-0.051, 0.051, -0.129], [0.064, 0.028, 0.040], [-0.088, 0.042, 0.136], [0.223, -0.001, 0.090], [-0.170, -0.180, -0.102], [0.116, 0.002, 0.088], [0.256, 0.007, -0.216], [-0.032, -0.005, -0.027], [-0.013, 0.019, 0.048], [-0.026, -0.049, -0.003], [-0.038, -0.026, -0.008], [-0.036, -0.010, -0.022], [0.037, 0.010, -0.057], [-0.098, 0.022, 0.064], [-0.097, -0.208, 0.095], [0.025, -0.003, 0.089], [-0.041, -0.005, -0.039], [0.007, -0.053, -0.116], [-0.029, -0.007, -0.030], [-0.036, 0.008, -0.003], [0.015, -0.002, -0.002], [0.077, -0.025, 0.053], [0.091, 0.028, -0.006], [-0.027, 0.006, -0.011], [-0.041, -0.007, -0.008], [-0.005, 0.055, 0.061], [0.016, 0.043, -0.022], [-0.015, -0.018, -0.002], [0.010, -0.007, 0.000], [-0.006, -0.016, -0.055], [-0.057, 0.005, -0.006], [0.000, 0.019, -0.026], [-0.005, 0.003, -0.009], [-0.002, -0.020, 0.018], [-0.126, 0.045, 0.067], [-0.037, -0.029, 0.048], [0.052, -0.016, 0.055], [0.005, -0.017, -0.015], [0.038, -0.004, -0.044], [-0.015, -0.022, 0.005], [0.033, -0.037, -0.010], [0.047, -0.033, -0.036], [0.019, -0.006, 0.008], [0.008, 0.004, 0.025], [0.059, 0.031, -0.041], [-0.032, 0.004, -0.008], [0.020, -0.003, 0.013], [-0.022, -0.009, -0.021], [0.020, 0.089, -0.015], [-0.004, 0.012, -0.020], [0.010, -0.031, 0.079], [0.018, 0.006, 0.007], [0.062, 0.009, 0.064], [-0.018, -0.034, -0.030]],
  "e_above_lowest_kcal_mol": 0.0,
  "multiplicity": 2,
  "lumo_energy_ev": [-0.039, -1.416],
  "homo_energy_ha": [-0.2538, -0.2851],
  "s2": 0.75
}



# 3
{
  "formula": "C32H36BClI2N2O5PS",
  "method": "ωB97M-V with the def2-TZVPD basis set",
  "species": ["I", "I", "Cl", "S", "P", "O", "O", "O", "O", "O", "N", "N", "C", "C", "C", "C", "C", "C", "C", "C", "C", "C", "C", "C", "C", "C", "C", "C", "C", "C", "C", "C", "C", "C", "C", "C", "C", "C", "C", "C", "C", "C", "C", "C", "B", "H", "H", "H", "H", "H", "H", "H", "H", "H", "H", "H", "H", "H", "H", "H", "H", "H", "H", "H", "H", "H", "H", "H", "H", "H", "H", "H", "H", "H", "H", "H", "H", "H", "H", "H", "H"],
  "xyz": [[-4.519, -2.051, -0.987], [-0.960, -3.729, -0.947], [2.107, 5.356, -0.191], [-0.293, 1.908, 1.755], [-3.826, 4.001, -2.920], [-1.869, -0.296, 3.715], [5.611, -1.820, 1.247], [-3.921, -1.198, 2.646], [-1.372, 4.154, -0.398], [3.620, -4.647, 0.461], [-1.743, -1.014, 1.300], [-7.371, -0.042, -1.651], [-3.456, 5.750, -2.255], [-3.258, 2.611, -1.742], [2.938, 1.774, 2.263], [-3.920, 1.075, -1.786], [-7.110, 2.543, -2.011], [-2.469, -0.820, 2.613], [5.655, -0.923, -3.497], [-0.277, -3.885, 1.173], [4.757, -1.018, 2.117], [-3.422, -0.145, -0.756], [4.871, -0.120, -0.833], [-1.544, -4.087, 2.231], [3.228, -4.707, 3.200], [4.908, 0.153, -2.465], [2.275, -2.526, 1.672], [6.330, -2.478, -1.227], [2.288, 0.301, 1.965], [-2.074, 2.841, -0.593], [3.148, -1.134, 1.910], [-0.243, -1.100, 1.459], [-5.126, 0.770, -2.904], [0.616, -2.540, 1.439], [-1.601, 1.632, 0.406], [5.555, -1.445, -0.163], [0.657, 0.250, 1.725], [6.401, -2.254, -2.850], [2.444, 4.329, 1.320], [-2.210, 0.076, 0.376], [-3.208, 3.750, -4.714], [-1.465, -5.586, 2.928], [2.987, 2.798, 0.987], [-6.574, 0.964, -2.139], [3.077, -4.001, 1.686], [-7.038, 3.060, -3.085], [3.907, -4.056, 3.926], [0.299, -4.901, 1.201], [-2.596, -3.879, 1.717], [2.176, -4.837, 3.736], [4.139, -5.469, 0.767], [-1.971, -5.469, 3.996], [-3.750, 6.514, -3.123], [-2.038, 4.697, 0.144], [5.668, -0.767, -4.677], [4.320, 0.626, -0.121], [6.882, -3.447, -0.805], [-4.997, -0.272, -3.437], [3.708, -5.781, 3.125], [6.961, -3.033, -3.534], [-2.273, 5.871, -2.144], [-1.326, -3.316, 3.115], [-3.999, 6.039, -1.260], [4.985, -1.370, 3.235], [2.232, 2.292, 3.075], [3.281, 4.866, 1.944], [1.426, 4.231, 1.899], [-6.382, 3.165, -1.311], [-1.962, -6.436, 2.288], [-2.907, 2.627, -4.869], [-2.281, 4.482, -4.850], [4.402, 1.084, -2.981], [-0.325, -5.818, 3.143], [4.058, 2.816, 0.477], [4.002, 1.770, 2.749], [2.216, 2.367, 0.184], [-4.070, 4.121, -5.429], [-8.227, 2.621, -1.673], [-5.123, 1.574, -3.787], [-8.220, 0.466, -1.260], [5.184, 0.090, 2.061]],
  "forces_ev_per_a": [[1.175, 1.829, 0.487], [0.437, -0.277, 0.960], [0.444, -0.994, 1.182], [-0.301, -2.094, -1.788], [-2.006, -1.004, 0.699], [-2.093, -2.963, -6.318], [-1.300, 1.304, -2.821], [7.976, 1.779, -1.213], [-3.286, -2.080, 0.543], [-0.295, 0.031, 3.941], [1.178, 2.089, -0.194], [2.492, 4.564, -1.861], [2.304, 1.072, -0.794], [2.554, -3.114, 3.131], [-0.637, 0.768, 0.778], [2.072, 0.761, 1.624], [1.003, 0.011, -0.907], [-5.182, 0.704, 6.315], [0.037, -0.663, 4.231], [0.353, 0.089, 1.033], [-0.267, 0.623, 1.576], [1.679, 3.561, 0.022], [1.467, -2.328, -1.639], [0.540, 0.204, 0.433], [0.191, -0.618, 0.333], [2.087, -3.887, 0.666], [-1.503, 2.741, -0.506], [-1.002, 2.011, -1.464], [-1.643, -3.060, -0.874], [-0.786, -3.025, 0.193], [-4.539, 1.211, -0.681], [4.681, 0.505, 0.825], [-0.190, 0.584, 0.491], [0.903, 3.285, 0.464], [-2.075, -1.425, -1.737], [0.599, 0.311, -4.511], [1.026, -2.770, -0.282], [-2.364, 3.156, 2.952], [0.666, -1.354, 1.272], [-1.682, 3.260, -3.227], [1.283, 1.113, -0.103], [0.258, 0.995, 0.508], [-1.100, -0.237, -1.619], [-2.624, -1.163, 1.085], [0.319, -0.305, -0.672], [-0.062, -1.156, 2.328], [-1.454, -1.269, -1.557], [-0.544, 2.230, -0.163], [2.417, -0.273, 1.271], [2.158, 0.429, -1.187], [-1.257, 1.830, -0.712], [0.853, -0.549, -2.379], [0.339, -1.746, 1.927], [1.455, -1.113, -1.119], [-0.099, -0.245, 2.953], [1.078, -1.594, -1.707], [-1.461, 2.429, -0.855], [-0.347, 1.954, 1.552], [-0.841, 1.999, 0.265], [-1.308, 1.774, 1.651], [-2.553, 0.004, 0.093], [-0.819, -1.525, -2.032], [0.932, -0.854, -2.024], [-0.299, 0.483, -2.568], [1.482, -1.217, -1.641], [-1.905, -0.784, -1.201], [2.146, 0.334, -1.183], [-1.648, -1.395, -1.424], [1.024, 1.701, 1.310], [-0.616, 2.297, 0.206], [-1.700, -1.810, -0.119], [1.056, -2.059, 1.536], [-2.310, 0.249, -0.526], [-2.231, 0.120, 1.162], [-2.068, -0.448, -0.870], [1.760, 0.940, 1.637], [1.782, -1.013, 1.494], [2.206, -0.422, -0.398], [0.210, -1.544, 2.200], [1.230, -0.803, -0.464], [-1.454, -2.152, 0.012]],
  "lumo_energy_ev": 1.864,
  "homo_energy_ha": -0.1761,
  "charge": -1,
  "smiles": "[H]/N=C(\\C)Cc1c(I)c2c(c(O)c1P(C)C)Sc1c(CCCCl)c(COc3ccccc3)c(B(C)O)c([C@H](I)CC)c1N2C(=O)[O-]"
}